Molecular formula: C50H41BrIN6O2SSiTa
Method: DFT, ωB97M-V/def2-TZVPD

Properties
ΔE to the lowest compared entry with this formula, charge and spin in kcal/mol: 69.2
HOMO-LUMO gap in eV: 7.2246
Total charge: 0
2S+1: 1
DFT total energy in hartree: -6025.359427
HOMO in eV: -7.64

Last column: Mulliken charge in e.
CARTESIAN COORDINATES (ANGSTROEM)
Ta1 -0.543 0.067 -0.185  0.073
I1 -4.839 -5.050 -0.838  0.068
Br1 5.730 0.878 -1.793  -0.139
S1 1.492 -0.669 1.359  -0.289
Si1 0.245 2.295 1.225  1.103
O1 -0.334 2.303 -3.240  -0.611
O2 0.389 1.047 -1.533  1.469
N1 -0.096 -1.139 -3.110  0.518
N2 0.427 -2.340 -0.679  1.505
N3 -3.506 -1.301 -2.148  -0.454
N4 0.619 -3.058 0.483  -1.309
N5 -2.394 -1.643 -1.489  0.669
N6 1.046 -2.898 2.712  -0.337
C1 1.284 -5.312 -1.258  0.157
C2 -0.053 1.132 5.761  -0.705
C3 0.937 -2.965 -4.238  -1.003
C4 -3.394 -2.135 2.967  -0.105
C5 -2.492 5.414 1.707  -0.760
C6 -1.165 1.048 4.931  -0.820
C7 -2.462 -1.514 2.073  0.194
C8 -1.637 4.341 1.937  -0.501
C9 -0.084 -1.225 -5.503  -1.003
C10 -4.521 -4.098 3.802  -0.719
C11 -3.922 -3.277 -1.350  -0.922
C12 -0.918 3.749 0.894  0.226
C13 2.252 3.510 -3.433  -0.455
C14 0.892 -2.875 -1.747  -0.222
C15 1.142 1.627 5.258  -0.689
C16 2.180 4.147 0.201  -0.325
C17 3.567 3.891 -3.640  -0.985
C18 -2.634 -2.844 -0.989  -0.215
C19 4.411 2.619 0.791  -1.228
C20 3.010 1.574 -2.201  0.384
C21 -1.943 5.346 -0.628  -1.014
C22 1.229 2.020 3.926  -0.546
C23 4.609 3.107 -3.159  -0.323
C24 4.316 1.958 -2.442  -0.600
C25 1.766 -4.083 -1.693  -0.958
C26 3.971 -5.032 -1.902  -0.839
C27 -5.321 -3.305 4.612  -0.435
C28 3.139 2.137 1.069  -0.436
C29 -4.458 -2.253 -2.093  -0.250
C30 0.131 1.911 3.068  0.574
C31 2.139 -6.399 -1.159  -0.811
C32 0.565 1.921 -2.541  -0.205
C33 -2.463 1.222 -0.478  -1.774
C34 3.484 -6.261 -1.479  -0.425
C35 1.990 2.890 0.787  1.271
C36 1.977 2.351 -2.720  0.540
C37 0.972 -2.336 1.489  -0.213
C38 -1.092 4.277 -0.391  -0.023
C39 0.576 -2.287 -3.077  0.798
C40 3.452 4.626 -0.098  -0.811
C41 4.572 3.865 0.203  -0.746
C42 -0.428 -0.633 -4.295  -0.552
C43 3.113 -3.946 -2.012  -0.036
C44 -3.558 -3.521 2.988  -0.195
C45 -5.150 -1.925 4.613  -0.677
C46 -4.195 -1.341 3.796  -0.354
C47 -1.705 -0.957 1.301  0.563
C48 -1.070 1.432 3.601  -0.372
C49 -2.647 5.920 0.425  -0.639
C50 0.614 -2.417 -5.468  -0.650
H1 0.239 -5.410 -0.991  0.464
H2 2.011 1.703 5.902  0.420
H3 -1.888 -3.352 -0.395  0.505
H4 -1.526 3.958 2.946  0.374
H5 -1.940 1.343 2.959  0.532
H6 -3.312 6.756 0.246  0.367
H7 -4.060 -0.266 3.785  0.462
H8 5.640 3.379 -3.340  0.468
H9 -3.039 5.856 2.532  0.404
H10 -2.457 1.646 -1.492  0.264
H11 3.562 5.601 -0.558  0.426
H12 3.789 4.800 -4.185  0.411
H13 -2.562 2.054 0.215  0.452
H14 -3.330 0.574 -0.342  0.626
H15 5.022 -4.915 -2.136  0.405
H16 -6.077 -3.757 5.242  0.389
H17 5.564 4.246 -0.011  0.428
H18 1.452 -3.913 -4.172  0.519
H19 1.429 4.102 -3.815  0.466
H20 -0.563 3.844 -1.233  0.572
H21 1.324 4.774 -0.020  0.413
H22 -0.983 0.297 -4.278  0.594
H23 2.790 0.685 -1.622  0.345
H24 -2.929 -4.139 2.360  0.549
H25 3.049 1.158 1.516  0.462
H26 -2.105 0.673 5.322  0.384
H27 1.217 -2.303 3.501  0.230
H28 0.652 -3.812 2.853  0.249
H29 -5.768 -1.300 5.245  0.395
H30 -2.062 5.729 -1.635  0.457
H31 4.149 -7.112 -1.398  0.395
H32 5.279 2.018 1.034  0.579
H33 0.894 -2.923 -6.383  0.450
H34 2.167 2.413 3.552  0.303
H35 -5.416 -2.150 -2.575  0.452
H36 -4.648 -5.174 3.799  0.401
H37 3.493 -2.982 -2.334  0.554
H38 -0.122 0.821 6.796  0.395
H39 -3.555 -0.403 -2.598  0.144
H40 -0.354 -0.754 -6.438  0.453
H41 1.758 -7.353 -0.817  0.408